Model a:
Density functional theory data (ωB97M-V with the def2-TZVPD basis set) for an isolated ion of composition C5H12NO and charge -1.

As for the HOMO-LUMO gap: 0.2255 hartree. Its LUMO energy is 0.1424 hartree. The calculation puts the highest occupied orbital energy at -2.26 eV.

The geometry in ORCA input format:
```
! RIJCOSX wB97M-V def2-TZVPD def2/J DEFGRID3
* xyz -1 1
C -1.83 1.27 -0.45
C -1.83 -0.13 0.13
N -0.56 -0.83 -0.03
C 1.65 -0.51 -1.14
C 0.72 -0.12 -0.01
C 1.46 -0.23 1.35
O 2.50 0.58 1.48
H -2.81 1.54 -0.86
H -1.24 1.23 -1.37
H -1.44 2.05 0.18
H -2.59 -0.71 -0.41
H -2.14 -0.11 1.18
H -0.55 -1.63 0.58
H 2.61 -0.01 -0.94
H 1.84 -1.59 -1.05
H 1.33 -0.28 -2.15
H 0.54 0.96 -0.09
H 0.64 -0.13 2.12
H 1.69 -1.34 1.47
*
```

Model b:
Density functional theory data (ωB97M-V with the def2-TZVPD basis set) for an isolated ion of composition C5H12NO and charge -1.

As for the HOMO-LUMO gap: 0.2318 hartree. Its LUMO energy is 0.1461 hartree. The calculation puts the highest occupied orbital energy at -2.33 eV.

The geometry in ORCA input format:
```
! RIJCOSX wB97M-V def2-TZVPD def2/J DEFGRID3
* xyz -1 1
C -1.08 0.58 -2.14
N 0.01 -0.32 -1.56
C 0.15 -0.32 -0.12
C 0.65 0.90 0.67
C 0.03 0.84 2.05
O -1.35 0.71 2.07
C 0.72 -1.65 0.41
H -1.22 0.32 -3.18
H -2.02 0.53 -1.64
H -0.73 1.54 -2.32
H -0.30 -1.29 -1.82
H -0.83 -0.39 0.22
H 0.48 1.78 0.03
H 1.71 0.60 0.85
H 0.43 1.93 2.21
H 0.70 0.10 2.66
H 0.16 -1.88 1.38
H 0.76 -2.57 -0.39
H 1.74 -1.40 0.61
*
```

Model c:
Density functional theory data (ωB97M-V with the def2-TZVPD basis set) for a 2-piece molecular cluster, C5H12NO overall.

As for the HOMO-LUMO gap: 0.2374 hartree. Its LUMO energy is 0.1546 hartree. The calculation puts the highest occupied orbital energy at -2.25 eV.

The geometry in ORCA input format:
```
! RIJCOSX wB97M-V def2-TZVPD def2/J DEFGRID3
* xyz -1 1
C -0.12 -1.02 -2.37
O -0.49 0.24 -1.90
C -0.46 -2.11 -1.35
H 0.94 -1.06 -2.67
H -0.70 -1.20 -3.28
H -0.22 -3.09 -1.78
H -1.53 -2.07 -1.17
H 0.07 -2.00 -0.40
C 1.01 0.48 2.64
C 0.20 0.91 1.41
C -1.11 1.21 1.56
N 0.86 0.78 0.22
H 1.97 1.00 2.62
H 1.16 -0.60 2.62
H 0.45 0.77 3.53
H -1.76 1.48 0.74
H -1.60 1.08 2.52
H 1.83 0.60 0.41
H 0.09 0.51 -1.09
*
```

The structure with the most favorable energy is model c; the runner-up is 12.5 kcal/mol above it.

Model a:
Density functional theory data (ωB97M-V with the def2-TZVPD basis set) for a 2-piece molecular cluster, C11H18 overall.

As for the HOMO-LUMO gap: 0.3653 hartree. Its LUMO energy is 0.0358 hartree. The calculation puts the highest occupied orbital energy at -8.96 eV.

The geometry in ORCA input format:
```
! RIJCOSX wB97M-V def2-TZVPD def2/J DEFGRID3
* xyz 0 1
C 1.83 1.59 0.13
C 2.33 0.29 0.76
C 2.00 1.83 -1.38
H 0.80 1.44 0.26
H 2.16 2.48 0.71
H 3.13 -0.19 0.23
H 1.61 -0.58 0.95
H 2.09 0.96 -1.94
H 1.16 2.30 -1.88
H 2.63 0.45 1.85
H 2.85 2.49 -1.68
C -0.20 -2.15 -0.25
C -1.22 -3.18 0.02
C -0.82 -0.73 0.03
C -0.75 -0.14 1.33
C -1.55 -0.16 -1.08
C -1.48 1.06 1.38
C -2.17 1.06 -0.92
C -2.06 1.69 0.33
H 0.75 -2.24 0.54
H 0.13 -2.16 -1.23
H -0.93 -4.07 -0.60
H -0.31 -0.72 2.21
H -1.61 -0.71 -1.96
H -1.62 1.57 2.37
H -2.95 1.36 -1.68
H -2.44 2.73 0.48
H -2.27 -2.79 -0.08
H -1.09 -3.50 1.12
*
```

Model b:
Density functional theory data (ωB97M-V with the def2-TZVPD basis set) for a 2-piece molecular cluster, C11H18 overall.

As for the HOMO-LUMO gap: 0.3679 hartree. Its LUMO energy is 0.0364 hartree. The calculation puts the highest occupied orbital energy at -9.02 eV.

The geometry in ORCA input format:
```
! RIJCOSX wB97M-V def2-TZVPD def2/J DEFGRID3
* xyz 0 1
C -0.76 -0.33 -2.04
C -1.55 -1.11 -3.10
C -0.10 -1.21 -1.00
C 1.31 -1.09 -0.82
C -0.82 -2.12 -0.28
C 1.93 -1.73 0.22
C -0.16 -2.84 0.73
C 1.18 -2.67 0.98
H 0.03 0.25 -2.54
H -1.35 0.47 -1.60
H -2.55 -1.31 -2.72
H 1.83 -0.59 -1.63
H -1.87 -2.31 -0.48
H 2.96 -1.55 0.50
H -0.63 -3.70 1.20
H 1.71 -3.25 1.72
H -1.06 -2.07 -3.28
H -1.68 -0.63 -4.07
C 0.57 2.88 1.93
C 0.71 1.34 1.78
C -0.74 3.43 1.33
H 0.68 3.19 2.97
H 1.46 3.34 1.50
H 1.06 1.02 2.76
H -1.45 3.75 2.09
H -0.60 4.28 0.65
H 1.36 1.06 0.95
H -0.22 0.87 1.45
H -1.25 2.64 0.78
*
```

The structure with the most favorable energy is model b; the runner-up is 32.1 kcal/mol above it.

Model a:
Density functional theory data (ωB97M-V with the def2-TZVPD basis set) for a 2-piece molecular cluster, C11H18 overall.

As for the HOMO-LUMO gap: 0.3714 hartree. Its LUMO energy is 0.0347 hartree. The calculation puts the highest occupied orbital energy at -9.16 eV.

The geometry in ORCA input format:
```
! RIJCOSX wB97M-V def2-TZVPD def2/J DEFGRID3
* xyz 0 1
C 1.67 1.17 -2.57
C 0.90 3.69 0.22
C 1.56 2.77 -0.73
C -0.44 3.43 0.38
C 0.89 1.79 -1.44
C -1.08 2.43 -0.28
C -0.44 1.62 -1.16
H 1.44 4.34 0.73
H 2.68 2.90 -0.87
H -0.98 4.06 1.13
H -2.26 2.19 0.01
H 2.46 0.31 -2.17
H 2.24 1.95 -3.11
H -0.96 0.88 -1.86
H 0.95 0.62 -3.33
C -0.33 -2.43 0.72
C -1.61 -1.97 0.13
C 0.03 -1.43 1.86
C -0.47 -3.94 1.28
H 0.43 -2.32 0.00
H -2.38 -2.01 0.93
H -1.92 -2.50 -0.71
H -0.12 -0.46 1.43
H -0.67 -1.73 2.77
H 1.08 -1.61 2.43
H -0.93 -4.63 0.71
H 0.51 -4.31 1.58
H -0.88 -3.84 2.21
H -1.38 -0.97 -0.27
*
```

Model b:
Density functional theory data (ωB97M-V with the def2-TZVPD basis set) for a 2-piece molecular cluster, C11H18 overall.

As for the HOMO-LUMO gap: 0.3512 hartree. Its LUMO energy is 0.0275 hartree. The calculation puts the highest occupied orbital energy at -8.81 eV.

The geometry in ORCA input format:
```
! RIJCOSX wB97M-V def2-TZVPD def2/J DEFGRID3
* xyz 0 1
C 1.84 -0.12 1.32
C 2.23 -1.38 0.75
C 3.10 -1.21 -0.48
C 3.46 0.02 -1.16
C 3.34 1.18 -0.39
C 2.34 1.09 0.84
C -1.93 0.07 -0.22
C -1.78 -1.16 0.61
C -3.33 -0.17 -0.71
C -0.74 0.25 -1.08
C -1.88 1.42 0.65
H 1.09 -0.16 2.19
H 1.96 -2.33 1.22
H 3.33 -2.10 -0.94
H 4.46 0.14 -1.84
H 4.03 2.29 -0.50
H 2.14 1.97 1.40
H -2.43 -1.08 1.57
H -2.49 -1.93 -0.18
H -0.70 -1.71 0.90
H -4.05 0.62 -1.41
H -3.33 -1.02 -1.41
H -3.94 -0.68 0.15
H -1.04 1.16 -1.65
H -0.59 -0.48 -1.85
H 0.29 0.18 -0.86
H -1.07 1.31 1.45
H -1.54 2.49 0.17
H -2.78 1.33 1.44
*
```

The structure with the most favorable energy is model a; the runner-up is 99.1 kcal/mol above it.

Model a:
Density functional theory data (ωB97M-V with the def2-TZVPD basis set) for a 2-piece molecular cluster, C11H18 overall.

As for the HOMO-LUMO gap: 0.3656 hartree. Its LUMO energy is 0.0348 hartree. The calculation puts the highest occupied orbital energy at -9.00 eV.

The geometry in ORCA input format:
```
! RIJCOSX wB97M-V def2-TZVPD def2/J DEFGRID3
* xyz 0 1
C -1.56 1.39 1.56
C 0.86 -1.33 2.61
C 0.38 -0.06 2.34
C 0.14 -2.48 2.30
C -0.88 0.06 1.76
C -1.06 -2.36 1.60
C -1.57 -1.09 1.38
H 1.85 -1.49 3.02
H 1.01 0.80 2.52
H 0.51 -3.45 2.59
H -1.53 -3.23 1.16
H -2.22 1.47 0.70
H -0.87 2.24 1.55
H -2.56 -0.93 0.97
H -2.22 1.51 2.43
C 0.63 0.79 -1.65
C 2.04 0.22 -1.72
C 0.47 1.95 -2.66
C -0.40 -0.31 -1.93
H 0.42 1.19 -0.68
H 2.40 0.22 -2.75
H 2.05 -0.83 -1.46
H 0.90 1.69 -3.63
H -0.58 2.19 -2.79
H 0.91 2.85 -2.28
H -0.34 -0.95 -1.04
H -1.40 0.12 -1.97
H -0.19 -0.94 -2.80
H 2.81 0.75 -1.15
*
```

Model b:
Density functional theory data (ωB97M-V with the def2-TZVPD basis set) for a 2-piece molecular cluster, C11H18 overall.

As for the HOMO-LUMO gap: 0.3706 hartree. Its LUMO energy is 0.0343 hartree. The calculation puts the highest occupied orbital energy at -9.15 eV.

The geometry in ORCA input format:
```
! RIJCOSX wB97M-V def2-TZVPD def2/J DEFGRID3
* xyz 0 1
C -1.01 0.62 -2.64
C -1.72 1.95 -3.14
C -0.18 -0.12 -3.67
C -0.24 0.94 -1.35
H -1.97 0.06 -2.42
H -1.77 2.73 -2.41
H 0.66 0.49 -3.98
H 0.15 -1.06 -3.02
H -0.81 -0.51 -4.43
H 0.65 1.52 -1.61
H -0.74 1.49 -0.58
H -2.76 1.70 -3.36
H -1.33 2.25 -4.11
H -0.02 0.02 -0.79
C 2.83 -1.52 2.04
C 0.40 -1.81 2.48
C 1.48 -0.92 2.40
C -0.91 -1.50 2.69
C 1.12 0.38 2.70
C -1.21 -0.12 2.89
C -0.23 0.84 2.80
H 0.61 -2.82 2.10
H -1.74 -2.14 2.86
H 3.57 -1.40 2.83
H 3.09 -1.42 0.97
H 1.92 1.15 2.64
H -2.26 -0.06 3.14
H -0.36 1.89 2.89
H 2.78 -2.64 2.10
*
```

Model c:
Density functional theory data (ωB97M-V with the def2-TZVPD basis set) for a 2-piece molecular cluster, C11H18 overall.

As for the HOMO-LUMO gap: 0.3666 hartree. Its LUMO energy is 0.0349 hartree. The calculation puts the highest occupied orbital energy at -9.03 eV.

The geometry in ORCA input format:
```
! RIJCOSX wB97M-V def2-TZVPD def2/J DEFGRID3
* xyz 0 1
C 1.24 -1.69 0.94
C 1.34 -2.72 2.08
C 1.54 -0.29 1.43
C 2.21 -2.04 -0.18
H 0.21 -1.61 0.59
H 2.37 -3.06 2.13
H 0.73 -3.62 1.97
H 2.60 -0.15 1.68
H 1.33 0.50 0.69
H 0.94 -0.01 2.30
H 2.36 -3.12 -0.31
H 1.81 -1.83 -1.19
H 3.22 -1.61 -0.23
H 0.98 -2.20 2.97
C -2.34 3.33 0.04
C -1.20 -0.22 -0.72
C -0.85 -0.08 -2.06
C -1.62 0.91 0.00
C -1.59 2.18 -0.55
C -0.83 1.20 -2.62
C -1.11 2.31 -1.85
H -1.22 -1.14 -0.16
H -0.60 -1.01 -2.55
H -2.18 0.76 0.92
H -0.60 1.22 -3.68
H -2.42 4.22 -0.55
H -1.92 3.54 1.04
H -1.03 3.26 -2.37
H -3.37 3.00 0.26
*
```

The structure with the most favorable energy is model a; the runner-up is 14.1 kcal/mol above it.

Model a:
Density functional theory data (ωB97M-V with the def2-TZVPD basis set) for C4H9NO3 as an isolated structure.

As for the HOMO-LUMO gap: 0.1838 hartree. Its LUMO energy is -0.1188 hartree. The calculation puts the highest occupied orbital energy at -8.24 eV.

The geometry in ORCA input format:
```
! RIJCOSX wB97M-V def2-TZVPD def2/J DEFGRID3
* xyz 0 1
O 1.96 -1.31 -1.69
C 1.87 -0.28 -1.10
C 1.01 -0.57 0.34
C 0.49 0.40 -0.60
O 1.89 2.16 0.58
N -3.31 -0.31 -0.30
C -2.55 -0.94 0.43
O -1.74 -0.59 1.52
H 2.65 0.44 -1.35
H 1.28 0.01 1.22
H 0.81 1.34 -0.10
H -0.31 0.12 -1.29
H 2.56 2.54 1.15
H -3.47 0.69 -0.14
H -2.54 -2.01 0.24
H -1.54 -0.05 0.67
H 0.93 -1.64 0.42
*
```

Model b:
Density functional theory data (ωB97M-V with the def2-TZVPD basis set) for one molecule with the formula C4H9NO3.

As for the HOMO-LUMO gap: 0.3769 hartree. Its LUMO energy is 0.0230 hartree. The calculation puts the highest occupied orbital energy at -9.63 eV.

The geometry in ORCA input format:
```
! RIJCOSX wB97M-V def2-TZVPD def2/J DEFGRID3
* xyz 0 1
O 1.05 1.86 1.65
C 0.07 1.19 1.56
O -0.87 1.14 2.56
C -0.36 0.09 0.60
C 0.40 0.13 -0.76
C -0.17 -0.69 -1.88
O 0.04 -0.06 -3.15
N -0.17 -1.28 1.10
H -0.86 1.79 3.28
H -1.43 0.21 0.50
H 0.55 1.16 -1.10
H 1.35 -0.33 -0.40
H 0.38 -1.62 -2.01
H -1.22 -0.94 -1.79
H 0.85 0.45 -3.14
H 0.65 -1.82 0.85
H -0.26 -1.27 2.12
*
```

The structure with the most favorable energy is model b; the runner-up is 200.3 kcal/mol above it.